[1]
A molecular structure, C42H39BaGeN6O8. Source: OMol25; level of theory: ωB97M-V with the def2-TZVPD basis set.

Net charge: -1
Relative energy (zero: lowest compared OMol25 entry of this formula, charge and spin) (kcal/mol): 0.0
HOMO-LUMO gap (alpha / beta) (eV): 6.16 / 6.16
Highest occupied orbital energy (alpha / beta) (eV): -4.4523 / -4.4524
E_tot (Eh): -4656.69747

Structure (XYZ):
```
97
Properties=species:S:1:pos:R:3:forces:R:3
C -1.443 -0.652 2.589 0.06 0.06 0.00
C 1.833 2.238 -3.223 0.03 -0.01 -0.03
O -2.247 3.172 -3.584 -0.05 -0.09 -0.12
C 0.022 -1.046 2.430 -0.06 0.05 -0.08
H 3.954 -1.148 -1.455 -0.01 -0.01 -0.01
C 2.416 2.050 -4.454 0.00 -0.03 0.05
C 3.581 -2.574 4.699 -0.01 -0.01 0.03
O 1.798 2.527 -7.925 -0.05 -0.10 -0.02
H -2.679 0.394 4.008 0.00 0.00 0.00
C -6.542 2.233 -0.401 -0.02 0.01 0.01
C 3.490 -2.110 3.395 0.00 0.03 0.00
C -2.030 -5.326 -0.022 0.01 -0.01 -0.02
C 5.773 -0.158 1.219 0.03 -0.02 0.00
Ge 2.922 -0.180 1.258 -0.22 0.27 0.12
H 7.916 -0.107 1.313 0.00 0.00 0.00
C 6.096 -1.149 -1.345 0.01 0.03 -0.03
O 0.012 3.213 -2.015 0.16 -0.09 -0.07
C 2.610 1.721 -2.013 0.06 -0.07 0.05
H -3.944 1.015 -2.912 0.03 0.06 0.03
H -0.718 -3.488 2.503 0.00 0.00 0.00
H 2.701 0.254 6.336 0.00 0.00 0.00
C 1.580 -1.476 0.518 0.03 -0.11 0.07
C 2.827 0.043 4.202 0.03 0.00 0.00
C -1.148 1.772 3.381 -0.01 -0.01 0.00
H -2.369 -5.117 2.015 0.00 0.00 0.00
H 6.220 -1.525 -2.353 0.00 -0.01 0.00
H 3.724 -2.779 2.573 0.00 -0.01 0.00
H -0.217 1.720 2.801 0.01 0.00 0.01
O 3.831 1.847 -2.035 0.02 0.01 0.07
C 1.764 2.416 -5.632 -0.06 -0.05 -0.06
C -0.793 -3.841 -1.595 0.00 0.02 0.01
C -3.801 1.787 1.093 0.05 -0.03 0.05
H -0.885 2.306 4.298 0.00 0.00 0.00
O 3.505 1.675 -6.930 -0.04 -0.10 -0.01
H 0.643 -0.158 2.543 -0.01 -0.01 -0.01
H -3.017 2.845 3.268 -0.01 -0.03 0.02
C -0.811 -2.589 -0.820 -0.02 0.04 0.04
O 1.930 1.125 -1.099 -0.19 -0.02 -0.17
C -0.969 -3.599 1.454 0.00 -0.02 0.00
C -3.431 0.264 -2.308 0.01 -0.07 -0.04
C -6.200 1.858 2.001 0.01 -0.01 0.02
H -6.716 1.769 2.954 0.00 0.00 0.00
H -4.074 -0.629 -2.319 -0.02 0.02 0.04
H -0.015 3.249 -6.507 0.00 0.00 0.00
N 0.321 -1.603 1.110 0.03 -0.02 -0.01
O -1.743 4.558 -5.150 -0.05 -0.08 -0.12
H -7.272 2.560 -1.136 0.00 0.00 0.00
C 2.920 -0.413 5.512 -0.01 0.01 -0.01
H -2.059 -1.533 2.768 0.00 0.00 0.01
H -2.109 -2.215 -2.977 -0.01 -0.02 0.06
C -0.084 3.166 -4.371 -0.13 -0.06 -0.10
C -2.142 -0.072 -3.070 -0.13 -0.12 -0.32
H 3.368 -2.086 6.779 0.00 0.00 0.00
C 7.209 -0.849 -0.575 0.02 0.00 0.01
C -5.323 1.882 -0.933 0.01 -0.08 0.03
H 2.526 1.070 4.018 0.00 0.00 0.00
H -1.687 3.595 2.423 -0.01 0.00 0.00
H 8.203 -0.998 -0.978 0.00 0.00 0.00
C -0.477 -2.670 0.617 0.01 0.01 -0.03
C 0.502 2.979 -5.599 0.05 -0.04 0.01
H -2.679 -6.193 -0.036 0.00 0.00 0.00
C 3.107 -0.795 3.125 0.12 -0.05 0.02
C -7.001 2.162 0.912 0.01 0.00 -0.02
H -1.085 -0.007 4.608 0.01 0.00 0.00
C 7.049 -0.348 0.709 0.00 -0.01 -0.01
H 5.656 0.214 2.232 0.00 0.00 -0.01
C -1.849 -4.704 1.157 0.00 0.02 0.02
C 4.650 -0.446 0.445 0.03 -0.02 0.00
H -5.265 1.964 -2.011 -0.01 0.00 0.00
N 2.394 2.179 -6.915 0.12 0.29 0.05
N -1.457 3.667 -4.370 0.18 0.24 0.31
H -1.804 -0.211 1.658 -0.11 -0.06 -0.01
H 3.878 -3.598 4.891 0.00 0.00 -0.01
C -1.355 -5.009 -1.258 -0.01 0.00 0.02
H -0.554 -1.480 -3.364 0.01 -0.01 0.01
C 0.554 2.884 -3.118 -0.09 0.03 0.01
H -1.438 0.768 -3.089 -0.09 0.03 0.09
H 2.364 1.245 1.406 0.05 -0.07 0.07
H -2.439 -0.156 -4.121 0.07 0.00 -0.01
N -1.032 -1.443 -1.327 -0.04 -0.12 -0.13
H -4.462 1.548 3.092 0.01 0.01 0.00
H -8.050 2.356 1.092 0.00 0.00 0.00
C 3.295 -1.725 5.761 0.00 -0.03 0.00
H -1.308 -5.808 -1.989 0.00 0.00 0.00
H -0.295 -3.767 -2.556 0.00 -0.01 0.00
H 0.335 -1.727 3.230 0.00 0.01 0.01
C -1.624 0.357 3.726 0.01 0.00 0.00
C -2.164 2.627 2.620 0.09 0.02 -0.06
C -4.828 1.712 2.086 0.02 -0.01 0.01
C -1.441 -1.383 -2.726 -0.03 0.12 0.02
N -3.209 0.698 -0.939 0.03 0.20 -0.14
O 1.891 -2.215 -0.396 0.02 0.03 -0.08
C 4.820 -0.941 -0.843 -0.07 0.07 -0.05
N -2.545 2.065 1.335 -0.18 0.04 -0.04
Ba -0.637 1.296 -0.545 0.41 0.04 0.47
H 3.402 1.610 -4.497 0.00 0.00 0.00
C -4.125 1.390 -0.321 -0.11 -0.07 -0.02
```
Positions in Å, forces in eV/Å.



[2]
A molecular structure, C42H39Cl3IN8O6SSbV. Source: OMol25; level of theory: ωB97M-V with the def2-TZVPD basis set.

Net charge: 0
Spin multiplicity: 4
Relative energy (zero: lowest compared OMol25 entry of this formula, charge and spin) (kcal/mol): 23.7
HOMO-LUMO gap (alpha / beta) (eV): 6.14 / 7.13
Highest occupied orbital energy (alpha / beta) (eV): -7.1681 / -8.1553
⟨S²⟩: 3.785
E_tot (Eh): -5773.96942

Structure (XYZ):
```
102
Properties=species:S:1:pos:R:3:forces:R:3
O -1.138 -3.298 0.035 -0.01 0.04 0.07
C 5.049 -0.296 -4.544 0.14 0.05 -0.06
H -5.110 -3.346 0.403 0.01 0.01 -0.01
C -3.865 -0.418 -0.751 -0.07 -0.04 0.02
O -1.728 3.671 -5.117 -0.19 -0.04 -0.01
H -1.925 2.117 0.754 -0.02 0.01 -0.04
O -3.826 6.858 -2.963 -0.01 0.03 -0.02
H -1.522 -1.120 -3.209 -0.03 0.00 0.00
H -2.771 -1.795 -5.239 0.00 -0.01 0.00
C -1.812 -2.989 -2.213 -0.16 0.05 -0.01
H 1.551 2.410 -0.798 -0.01 -0.01 -0.01
N 3.129 0.431 1.926 -0.01 0.13 0.01
C -1.308 2.481 -1.234 -0.07 0.08 0.00
V 0.544 -0.145 -0.118 0.15 -0.32 -0.36
C -3.724 4.263 -2.776 -0.05 -0.06 -0.09
C -3.213 -3.756 -4.478 0.05 0.04 0.05
C -3.060 -4.652 -3.428 -0.02 -0.03 -0.03
H -5.367 -1.755 -1.500 0.01 -0.01 -0.01
H -3.411 -2.847 2.147 0.02 0.02 0.00
N -1.551 3.160 -2.380 0.04 -0.02 0.07
C 2.535 -3.595 2.051 -0.06 0.06 -0.01
H 2.782 3.147 0.232 -0.02 0.02 0.03
C 2.021 -0.168 -1.571 -0.04 0.01 0.16
N -0.561 1.401 -1.458 0.12 0.01 -0.02
C 3.187 0.587 -1.444 0.05 0.08 -0.05
H 1.360 4.073 -0.230 0.01 0.00 0.02
H -4.519 0.128 -2.726 0.00 -0.02 0.01
N 0.372 1.426 1.329 -0.02 -0.16 0.08
C -2.363 -4.263 -2.297 0.00 0.03 0.02
H -2.105 4.930 -1.488 -0.02 0.01 0.00
N 1.229 -1.776 1.216 -0.03 0.28 0.08
C 1.700 3.071 0.047 -0.13 -0.01 -0.01
H -3.488 -5.644 -3.493 0.01 0.01 0.01
C 4.184 0.564 -2.411 -0.04 -0.05 0.03
C -0.366 1.097 2.419 0.08 0.04 0.02
I -4.290 -4.322 -6.170 -0.01 -0.01 -0.03
H -5.427 4.978 -0.478 0.01 0.01 -0.01
C -1.956 -2.108 -3.278 0.04 -0.04 0.01
C 0.973 2.627 1.268 0.03 0.03 -0.02
C -3.565 -2.166 1.319 -0.10 -0.01 -0.05
C -1.892 2.941 0.054 -0.07 0.02 0.02
N -1.007 2.748 -4.776 0.38 0.38 0.07
H -6.626 7.139 -0.857 0.02 0.01 -0.02
H 3.422 -4.202 1.939 0.01 0.00 0.01
C 3.945 1.186 2.251 0.04 -0.12 -0.06
Sb -1.351 -0.803 2.760 0.05 0.25 0.22
C 0.538 -2.991 3.163 0.07 -0.08 -0.04
H -5.727 7.213 0.663 -0.01 0.02 0.00
Cl 6.521 1.528 2.853 0.01 0.02 -0.05
H 1.035 -1.632 -2.816 0.00 0.01 0.00
H 2.792 -1.697 -4.522 0.00 0.01 0.00
Cl 5.048 3.136 0.182 0.11 0.00 -0.05
H 0.248 0.609 -3.289 0.06 -0.04 -0.02
C 3.359 -2.333 0.089 -0.01 -0.02 -0.04
H 2.938 -2.421 -0.912 0.03 -0.03 0.06
C -0.479 1.958 3.491 -0.02 0.00 0.03
O -0.311 2.092 -5.514 -0.06 -0.23 -0.09
C -0.929 2.445 -3.380 -0.15 -0.13 -0.03
C 0.359 -1.994 2.221 -0.04 -0.15 0.01
C -4.654 -1.565 -0.709 0.03 0.02 0.03
H 5.062 1.182 -2.272 0.00 -0.01 -0.03
C -5.629 7.145 -0.420 0.00 0.02 0.02
H -4.193 3.476 -2.183 0.00 0.08 0.02
H -3.048 0.949 -2.179 -0.07 -0.04 0.00
C -4.876 5.872 -0.777 0.01 -0.08 0.05
H -2.920 3.275 -0.100 0.02 0.01 -0.01
O -5.955 5.552 -3.133 -0.03 0.03 -0.02
H -2.245 -4.938 -1.460 0.00 0.01 0.00
H 0.142 3.851 4.316 0.00 -0.01 0.00
H 3.385 1.213 -0.584 -0.01 -0.01 0.02
C -4.024 0.574 -1.865 0.01 0.02 -0.05
C 1.642 -3.823 3.069 0.00 0.01 -0.02
H -5.094 8.024 -0.775 -0.01 -0.01 -0.01
C -2.657 -2.486 -4.413 -0.02 0.02 -0.04
C 4.937 2.107 2.609 -0.11 -0.02 0.21
Cl 4.426 3.453 3.545 0.04 0.01 -0.04
H -1.064 1.672 4.355 -0.02 -0.01 0.00
C 0.192 3.179 3.469 0.01 0.04 0.01
H -1.774 5.062 -3.203 -0.01 0.01 -0.01
C 0.913 3.511 2.352 -0.01 -0.04 -0.03
C 2.896 -1.049 -3.661 0.00 0.01 0.03
C -2.794 -1.017 1.184 0.02 -0.14 -0.11
N 5.858 -0.325 -5.362 -0.07 -0.03 0.05
H 1.451 4.447 2.278 0.00 -0.01 0.01
H -3.856 4.018 -3.830 -0.01 0.00 -0.01
H 4.156 -3.065 0.198 0.00 -0.01 0.01
C -4.509 -2.448 0.346 0.00 0.04 0.02
H -1.320 3.770 0.480 -0.02 -0.02 0.00
C -2.251 4.444 -2.451 0.08 0.02 0.02
N -2.950 -0.149 0.186 0.02 0.06 0.07
C 4.036 -0.256 -3.525 -0.05 -0.01 -0.01
H -0.176 -3.118 3.965 -0.01 0.02 0.00
H 1.802 -4.620 3.785 0.00 0.00 -0.01
H -4.635 1.419 -1.534 0.03 -0.02 0.02
H -3.883 5.851 -0.321 -0.01 0.02 -0.04
O -0.569 -1.394 -1.006 -0.19 0.25 -0.05
C -1.139 -2.571 -0.939 0.40 -0.21 -0.06
C 2.324 -2.556 1.141 0.00 -0.10 -0.03
H 3.784 -1.337 0.183 0.00 0.02 0.00
S -4.661 5.764 -2.544 0.05 -0.07 0.09
C 1.908 -1.001 -2.693 -0.07 0.04 -0.05
C -0.327 1.374 -2.806 -0.06 -0.02 0.09
```
Positions in Å, forces in eV/Å.



[3]
A molecular structure, C42H39Cl5CsF10KMgN4O20S5 at a distorted geometry. Source: OMol25; level of theory: ωB97M-V with the def2-TZVPD basis set.

Net charge: 0
HOMO-LUMO gap (eV): 1.37
Highest occupied orbital energy (eV): -7.7770
E_tot (Eh): -9457.45105

Structure (XYZ):
```
128
Properties=species:S:1:pos:R:3:forces:R:3
O -2.774 -0.565 6.713 -0.03 -0.07 0.08
O -1.743 -1.944 0.751 5.52 -3.20 0.75
O -0.713 2.535 3.666 0.25 0.07 -0.03
O -2.001 6.538 -2.528 0.41 -0.03 -0.18
H -3.706 8.221 -1.846 0.05 -0.10 -0.02
H 4.538 0.012 -1.775 0.26 0.00 0.05
F 1.578 0.339 2.649 0.46 0.31 -0.39
C 1.330 4.282 -1.413 0.13 -0.01 0.48
F -10.598 -1.936 1.839 -0.04 0.09 -0.21
F -3.219 -0.947 0.736 -5.55 3.54 -0.32
H 8.277 -4.933 -0.421 0.04 0.04 -0.02
H -1.775 8.958 2.647 0.10 -0.10 -0.01
O -0.459 4.882 3.776 0.24 -0.09 -0.16
H -2.820 -4.268 1.035 -0.12 0.03 -0.12
H 5.993 0.014 1.700 0.17 -0.12 0.02
C 0.324 -6.897 -1.441 -0.55 0.60 0.35
C -0.880 -2.537 0.165 -0.15 0.06 -0.43
C 0.377 -1.926 -0.381 -0.22 0.09 0.50
H 2.877 1.099 -5.335 0.03 0.12 -0.08
C -1.812 -4.689 0.985 -0.86 0.58 0.25
N -6.945 -1.335 1.112 -0.18 0.28 -0.65
H 1.749 3.525 -2.063 -0.04 0.09 0.23
C -4.376 -1.286 1.281 0.06 0.38 0.38
C 1.900 -1.883 -2.198 -0.61 0.02 0.52
C -0.350 7.203 1.214 0.10 -0.09 0.26
H 2.900 -0.579 -4.752 0.00 -0.25 0.14
Cl -0.830 3.776 2.929 -0.57 -0.11 0.55
C 7.331 -3.394 -1.557 0.05 -0.11 -0.10
C 1.100 -0.908 0.236 1.08 0.51 0.03
F 2.319 -2.344 -3.370 0.07 0.01 -0.41
H 2.117 1.419 0.786 -0.07 0.30 -0.06
Cl 7.778 -3.250 1.134 -0.05 0.01 0.00
C -1.590 7.911 0.790 -0.03 -0.13 -0.16
C 2.547 0.431 -4.516 0.09 1.29 -0.44
F 3.481 1.744 -0.612 0.01 0.02 -0.29
C 1.919 4.556 -0.187 0.05 0.29 -0.30
C 3.971 0.548 1.367 0.00 -0.12 -0.20
C 3.761 -0.316 -2.450 -0.49 1.16 0.66
C -0.886 -5.949 -1.579 0.11 0.18 -0.83
O -0.640 -0.465 6.972 0.03 -0.11 0.08
C -1.535 6.719 -1.409 -0.33 -0.14 0.03
F -4.365 -2.616 1.482 -0.11 -0.35 -0.08
K -0.621 -5.629 4.364 0.46 -1.20 5.16
F -2.189 -4.045 3.326 0.80 -0.66 -0.67
O -2.188 3.942 2.491 0.04 0.06 -0.23
C -2.143 7.693 -0.475 0.09 -0.01 0.07
H 2.802 4.013 0.116 0.02 -0.06 0.01
O -0.026 -3.699 -3.433 -0.04 -0.30 -0.29
H 6.539 -4.805 -0.133 -0.04 0.06 0.02
H -0.458 -3.610 2.336 -0.25 -0.29 0.20
H -0.258 4.780 -2.762 -2.71 -3.21 5.56
F -4.458 -0.712 2.481 -0.10 0.07 0.01
H 5.764 0.935 0.226 0.08 -0.07 -0.22
O -8.796 -1.941 -0.544 0.27 -0.33 -0.07
C 1.253 -6.601 1.218 0.15 0.42 -0.62
C 1.377 5.512 0.658 0.33 0.08 -0.04
O 0.093 2.417 -5.953 0.68 -0.62 -0.80
C 2.118 -5.842 3.077 -1.02 -0.52 -3.21
C -1.210 -4.416 2.348 0.00 0.34 -1.16
H -2.036 0.829 4.631 -0.02 -0.04 -0.01
C 7.448 -4.236 -0.314 0.05 -0.11 0.03
C -0.658 -4.499 -1.250 0.37 -0.42 -0.07
H 0.157 -7.710 -2.140 0.21 -0.33 0.10
F -8.889 -3.217 2.155 0.02 -0.06 -0.13
O -1.230 1.553 -4.192 0.19 0.04 1.23
O -5.561 -1.528 -1.025 -0.14 -0.43 0.02
H -3.818 10.163 1.964 -0.01 0.00 0.01
H 4.069 1.422 2.007 -0.18 0.13 0.05
H 3.587 -0.258 1.979 0.01 -0.12 0.19
S 0.501 -0.415 1.842 -3.87 -1.29 1.10
H 4.170 -1.055 -3.124 0.02 -0.19 0.04
H -1.740 -6.338 -1.041 -0.10 -0.07 0.12
S 0.497 -7.751 0.167 -0.18 -0.23 0.08
O 1.474 -6.953 2.480 0.04 -1.01 2.17
C 2.221 -0.321 -0.387 -0.04 -0.19 -0.03
H -1.225 0.984 -3.207 -1.00 -0.60 -1.46
H 0.679 -0.165 -3.662 -0.50 -0.01 -0.06
O 0.051 3.730 1.770 0.02 -0.37 0.15
N 1.681 -5.401 0.972 -0.08 -0.11 -0.11
N -1.649 -0.395 6.295 0.06 0.09 -0.19
H -0.446 0.030 4.629 0.05 0.07 0.12
C 0.030 -3.576 -2.226 -0.35 0.35 1.18
C 2.915 0.863 0.304 -0.20 -0.18 0.45
C -9.279 -1.946 2.014 0.19 -0.21 0.57
H 2.454 -5.815 4.093 0.10 -0.33 0.15
H -0.760 -5.369 2.686 -0.64 1.59 -3.27
C 0.783 -2.437 -1.600 -0.14 -0.50 -0.52
C 0.197 4.987 -1.805 -1.46 -2.28 4.84
Cl -1.705 -0.659 -2.852 0.42 -0.29 0.88
H 5.257 -0.783 0.321 0.27 -0.32 -0.32
C -3.342 9.475 1.278 0.01 -0.02 -0.09
S 0.157 1.927 -4.605 -1.22 2.16 -0.70
H 1.831 5.716 1.617 -0.16 0.02 0.06
H 0.758 -0.137 -5.444 -0.81 -0.05 0.11
O 0.162 7.424 2.285 0.11 0.18 -0.10
F -9.007 -1.314 3.158 0.01 0.10 -0.06
C -3.882 9.273 0.012 0.02 0.02 0.05
H 4.043 1.604 -3.421 0.07 0.10 -0.18
O -0.663 0.359 1.685 0.71 1.56 -0.76
Mg 2.892 -0.559 -7.041 -0.14 -0.08 0.00
H -1.917 -5.754 0.830 0.08 -0.13 -0.16
H -4.774 9.807 -0.288 -0.02 -0.01 0.00
C 5.337 0.151 0.845 -0.32 0.37 0.33
O -8.920 0.205 0.591 0.23 0.24 0.22
H -1.918 -0.926 4.298 -0.12 0.04 -0.02
H 2.501 1.398 -2.609 -0.05 0.34 -0.08
O 0.231 -1.577 2.637 1.65 -0.90 -0.04
N 2.211 -4.967 2.146 0.94 1.76 1.12
H -1.179 -5.978 -2.630 0.07 -0.07 -0.16
H 7.259 -4.039 -2.431 -0.06 -0.04 0.03
C 2.599 -0.841 -1.635 0.97 -0.05 0.06
C 0.245 6.204 0.276 -0.02 0.38 -0.32
Cl 5.866 -2.376 -1.536 0.24 -0.28 -0.14
C -1.083 -3.975 -0.103 0.46 -0.21 -0.09
S -8.441 -1.143 0.590 -0.62 -0.02 0.00
O -5.681 0.631 0.082 -0.19 0.12 0.28
C -1.496 -0.089 4.847 -0.06 0.03 -0.03
C 3.238 0.904 -3.229 -0.01 -0.72 -0.17
O 0.674 2.952 -3.712 0.79 -1.36 0.22
Cl 1.925 -5.141 -3.614 0.43 -0.32 -0.46
H 8.191 -2.741 -1.681 -0.03 0.07 0.08
S -5.767 -0.792 0.189 0.50 0.17 -0.14
C 1.019 0.398 -4.530 1.35 -0.71 0.15
C -3.285 8.384 -0.864 -0.13 0.10 -0.02
C -2.197 8.800 1.664 -0.11 0.14 0.09
H 1.238 -6.395 -1.718 0.28 -0.09 0.14
C -0.344 5.957 -0.968 -0.09 -0.08 0.35
Cs 0.595 5.707 -3.929 4.07 5.94 -10.44
```
Positions in Å, forces in eV/Å.